[1]
DFT (ωB97M-V/def2-TZVPD) results for a molecular structure, C3H8N2OS at a distorted geometry.

XYZ file:
```
15
Properties=species:S:1:pos:R:3:forces:R:3
C 1.186189 1.167708 0.851381 -0.515 -0.474 1.324
C -0.213370 1.483023 0.299276 -0.182 -0.294 1.432
C 1.552976 -0.030020 0.024039 0.006 -2.392 0.452
N -0.697547 -1.105440 -1.286361 1.726 0.311 0.214
N -1.730306 -1.978707 -1.613474 -2.079 2.056 -1.272
O -1.025799 -1.134535 1.698399 2.536 2.181 -5.073
S -0.287474 -0.437311 0.017965 -2.299 -1.533 4.399
H 1.908641 1.931801 0.991081 0.629 0.903 -0.496
H 0.986522 0.805664 1.886529 0.177 0.107 -0.594
H -0.828603 1.907411 1.152718 0.153 -0.644 -1.547
H -0.315844 1.992572 -0.670429 0.172 -0.194 0.402
H 1.849278 0.123790 -0.996434 -0.262 0.498 -0.650
H 2.229681 -0.883573 0.370218 -1.132 1.283 0.129
H -2.522010 -1.316455 -1.861676 0.896 -1.418 0.079
H -2.092333 -2.525927 -0.863234 0.173 -0.388 1.202
```
Forces are in eV/Å.

Results
HOMO energy = -8.7 eV
Maximum force = 6.08 eV/Å
E = -701.7844 hartree
Energy above the lowest of the compared OMol25 structures with the same formula, charge and spin = 7.975 eV
Net charge = 0
Gap between HOMO and LUMO = 9.0 eV

These are the Mulliken partial charges, in e, on atoms 1 to 2:
1 C -0.682
2 C -0.521

[2]
DFT (ωB97M-V/def2-TZVPD) results for a single C19H26N4S molecule at a distorted geometry.

XYZ file:
```
50
Properties=species:S:1:pos:R:3:forces:R:3
C -2.193058 -0.110827 -2.099561 -4.208 7.060 -8.020
C -3.166976 -0.280993 -1.163067 -9.286 -0.399 4.778
C -4.495459 -0.225740 -1.572116 -0.865 -1.848 2.939
C -5.614057 -0.532085 -0.651521 5.546 1.158 -3.637
C -5.338589 -0.833256 0.563687 -3.658 0.757 7.680
C -4.100725 -0.690172 1.175647 -0.661 -1.310 1.482
C -3.117918 -0.519018 0.367430 5.880 3.690 -8.916
N -1.710785 -0.353312 0.536181 0.286 -5.107 6.061
C -0.936015 0.745824 0.504384 1.853 0.354 2.866
S -1.596458 2.239685 0.264926 0.414 0.353 -0.606
N 0.424958 0.523217 1.046465 -7.970 13.364 -4.858
C 0.857438 -0.523106 1.457233 1.688 -16.271 2.507
C 1.056645 -1.622052 0.296119 0.237 -3.657 1.574
N 2.284509 -2.443938 0.207826 -4.150 5.605 15.057
C 2.625046 -2.993246 -0.824695 5.502 -5.601 -10.759
C 2.232190 -3.417941 1.463696 -1.680 0.289 -2.625
C 1.427083 1.691831 0.936616 0.573 -7.314 -2.585
C 1.818392 2.140594 2.157627 0.326 2.756 11.791
C 2.467540 1.071364 0.013750 -0.948 4.266 -2.142
C 3.785305 1.111684 0.391526 -3.451 0.046 5.466
C 4.590256 0.483493 -0.406898 5.893 -2.415 -6.047
C 4.296594 0.361106 -1.764707 -2.137 0.187 -1.917
N 3.048210 0.804977 -2.291511 3.466 -1.564 -1.420
C 2.138299 1.089541 -1.468739 3.249 -1.015 6.374
H -2.462064 -0.583254 -3.122209 -0.111 0.915 1.480
H -1.926753 1.029955 -2.358365 -0.323 -2.545 0.854
H -1.489355 -0.616854 -1.861501 9.826 -5.511 2.838
H -4.813001 -0.322099 -2.550537 -0.042 0.646 -2.318
H -6.541301 -0.594090 -0.965927 -4.390 0.013 -1.837
H -6.252623 -0.749916 1.370506 2.039 -1.030 -2.081
H -3.843626 -0.854032 2.197356 -0.519 0.053 0.839
H -1.578550 -1.105946 1.397484 1.183 2.524 -2.635
H 1.821694 -0.463317 1.713294 3.668 0.319 1.919
H 0.345448 -1.329051 2.144425 0.046 2.460 0.317
H 0.974789 -1.082064 -0.493684 0.605 3.967 -5.474
H 0.170746 -2.227488 -0.017452 -0.077 -0.575 1.436
H 2.814583 -2.307446 -1.613880 -0.664 1.234 -1.235
H 1.951008 -3.761329 -1.261300 0.169 -0.570 -0.025
H 3.776963 -3.323482 -0.910045 -2.151 -0.364 0.909
H 1.471933 -4.252234 1.033602 1.494 1.479 1.631
H 1.907130 -2.930735 2.469185 0.571 -0.822 -2.070
H 3.238477 -3.814881 1.466132 0.065 -0.343 0.582
H 0.870160 2.414172 0.634735 -3.304 4.482 -3.590
H 2.496753 2.973302 2.494897 -0.169 -0.393 -2.048
H 0.907789 2.535476 2.898618 1.307 -0.759 -2.534
H 2.140392 1.463008 2.997752 0.202 -0.657 -1.392
H 4.085837 1.249804 1.494673 -0.608 0.186 -1.852
H 5.647845 0.210073 -0.226734 -0.749 0.213 0.568
H 4.917468 -0.071009 -2.629047 -0.509 0.721 2.006
H 1.213511 1.395362 -1.698258 -3.460 0.971 -1.336
```
Forces are in eV/Å.

Results
HOMO energy = -8.0 eV
SMILES = Cc1ccccc1NC(=S)N(CCN(C)C)[C@@H](C)c1cccnc1
Maximum force = 16.59 eV/Å
E = -1356.2864 hartree
Energy above the lowest of the compared OMol25 structures with the same formula, charge and spin = 14.844 eV
Net charge = 0
Gap between HOMO and LUMO = 8.4 eV

These are the Mulliken partial charges, in e, on atoms 1 to 2:
1 C -1.584
2 C 1.329

[3]
DFT (ωB97M-V/def2-TZVPD) results for 3 unconnected molecules or ions with the total composition C17H41N2O10P2 at a distorted geometry.

XYZ file:
```
72
Properties=species:S:1:pos:R:3:forces:R:3
C 0.944255 -3.417680 -1.474204 -0.257 0.544 -0.212
C 0.448911 -2.398539 -2.703570 1.339 -1.289 0.018
O 0.318288 -1.053293 -2.122935 -2.019 -0.292 -1.419
C -0.740943 -0.262589 -2.768338 0.470 1.211 0.171
C -2.262578 -0.570481 -2.226858 -0.412 -1.070 -0.702
C -2.344178 -0.980748 -0.641855 0.752 -1.558 -0.559
N -2.307120 0.241042 0.299655 -1.033 -0.833 -3.660
O -2.174176 -0.211032 1.559268 0.104 -0.924 2.456
C -3.621930 0.972527 0.051898 -2.031 2.628 0.956
C -3.761444 1.622801 -1.445936 1.028 0.504 0.299
C -3.255708 0.662684 -2.674348 -0.010 -0.016 -1.132
C -4.498826 0.128394 -3.655020 -0.577 0.584 1.088
C -5.693850 -0.638694 -2.838356 -1.922 -2.167 2.184
C -7.247251 -0.459049 -3.418142 -0.093 -0.283 -0.126
N -5.553717 -1.452858 -1.742226 -0.373 3.118 -3.687
H 0.660555 -2.913295 -0.451670 0.588 -0.941 -1.985
H 2.118394 -3.514174 -1.515499 -2.572 -0.033 0.144
H 0.397497 -4.466579 -1.514983 1.356 2.199 -0.092
H 1.312557 -2.357815 -3.520707 -1.893 -0.077 1.633
H -0.511181 -2.806660 -3.233620 1.552 1.000 1.179
H -0.514251 0.879808 -2.512872 -0.264 -2.411 -0.481
H -0.649010 -0.357412 -3.951005 -0.541 0.107 2.478
H -2.635994 -1.525879 -2.834063 0.705 1.924 1.629
H -3.321514 -1.567039 -0.339268 1.665 1.464 -1.010
H -1.439939 -1.668606 -0.291617 -1.608 1.646 -1.112
H -1.477867 0.853187 0.055521 -0.959 -0.623 0.594
H -2.365585 -1.194270 1.634389 0.162 1.510 -0.666
H -4.568370 0.321055 0.333476 2.458 0.797 -0.718
H -3.635972 1.885696 0.819039 0.158 -2.006 -1.612
H -4.865301 2.017167 -1.547632 2.182 -1.044 0.124
H -3.073535 2.596351 -1.466277 -1.489 -2.088 0.130
H -2.600736 1.359790 -3.389145 -1.426 -1.520 1.539
H -4.977167 1.110244 -4.136237 0.937 -2.286 0.975
H -4.133901 -0.570701 -4.519772 -0.549 1.341 1.688
H -7.616322 0.657008 -3.374571 0.967 -2.123 -0.285
H -7.338514 -0.881746 -4.525334 0.342 1.131 2.286
H -8.037611 -1.080467 -2.776233 2.030 1.264 -1.233
H -6.497190 -1.814218 -1.419302 1.289 0.690 -0.836
C 2.243334 3.406332 2.187657 0.435 -0.363 -0.360
O 1.516847 4.329611 2.977151 0.158 -1.644 3.217
P -0.014866 3.786922 3.570788 -4.521 5.994 -6.839
O -0.512188 3.577797 2.132868 0.828 -1.655 0.364
O -0.405133 5.318526 4.045069 0.202 -1.844 0.793
C 0.112557 6.440735 3.348661 0.503 0.700 0.019
O -1.546534 3.244179 4.164267 2.724 -0.208 2.447
C -1.647708 1.837940 4.274252 -0.057 -0.557 0.101
H 3.277239 3.754121 2.108305 -0.163 0.002 0.209
H 2.235170 2.416370 2.658719 0.182 0.110 -0.329
H 1.818887 3.350697 1.181760 -0.109 -0.063 0.207
H 0.183606 6.263408 2.273654 0.003 -0.148 0.108
H 1.094059 6.692011 3.758146 -0.072 0.041 -0.246
H -0.549299 7.298247 3.513931 -0.084 -0.407 0.179
H -0.852483 1.458227 4.921953 -0.272 -0.273 0.018
H -1.577092 1.373071 3.288024 0.055 0.023 0.078
H -2.615783 1.588934 4.716698 0.133 0.172 -0.012
C 7.257375 -4.496950 0.071876 0.327 -0.591 0.097
O 6.557090 -3.315414 -0.270325 2.560 2.502 0.198
P 6.271898 -2.196839 1.018286 -9.544 -3.301 0.624
O 5.477388 -3.263956 1.785550 1.828 -0.055 0.200
O 5.224576 -1.336484 0.077027 1.425 0.381 0.681
C 4.472292 -1.982825 -0.937198 0.001 -0.010 -0.657
O 5.986699 -1.078433 2.306937 2.756 0.973 -2.280
C 6.916831 -1.183305 3.366982 0.449 -0.044 0.546
H 7.604952 -4.974512 -0.848634 -0.001 0.264 0.043
H 8.124479 -4.255529 0.697845 -0.135 -0.347 -0.119
H 6.595295 -5.192791 0.593923 0.086 0.240 0.104
H 4.156066 -2.985313 -0.641984 0.182 0.043 0.113
H 5.070311 -2.026504 -1.850779 -0.165 -0.195 0.040
H 3.577395 -1.387483 -1.150320 0.235 0.153 0.296
H 7.932165 -1.045106 2.984779 0.018 0.091 0.362
H 6.832287 -2.158521 3.852308 0.016 0.001 -0.028
H 6.703514 -0.401089 4.100172 -0.040 -0.065 -0.215
```
Forces are in eV/Å.

Results
HOMO energy = -10.9 eV
Maximum force = 10.16 eV/Å
E = -2216.2896 hartree
Net charge = +1
Gap between HOMO and LUMO = 6.3 eV

These are the Mulliken partial charges, in e, on atoms 1 to 2:
1 C -0.661
2 C -0.334

[4]
DFT (ωB97M-V/def2-TZVPD) results for a molecular structure, H2InO2 at a distorted geometry.

XYZ file:
```
5
Properties=species:S:1:pos:R:3:forces:R:3
In 0.259941 0.376976 -0.086989 -1.160 -1.334 0.404
O -1.054196 1.126214 2.214302 1.607 -0.757 -2.503
H -0.259015 1.278502 2.760709 -0.134 0.060 0.157
O 0.632102 -1.601969 -2.016400 -0.313 1.952 1.886
H 0.421168 -1.179724 -2.871622 0.001 0.078 0.056
```
Forces are in eV/Å.

Results
HOMO energy = -15.6 eV
Maximum force = 3.07 eV/Å
E = -341.2814 hartree
Energy above the lowest of the compared OMol25 structures with the same formula, charge and spin = 0.000 eV
Net charge = +1
Gap between HOMO and LUMO = 5.3 eV

These are the Mulliken partial charges, in e, on atoms 1 to 2:
1 In 1.230
2 O -0.473

[5]
DFT (ωB97M-V/def2-TZVPD) results for 13 unconnected molecules or ions with the total composition C15H48ClF5NO16 at a distorted geometry.

XYZ file:
```
86
Properties=species:S:1:pos:R:3:forces:R:3
C 6.973646 -0.087263 1.033498 0.041 -0.108 1.110
C 5.556306 -0.910977 1.014668 1.398 -0.825 -0.436
O 4.867061 -0.700360 2.302928 -0.215 -2.254 -0.964
C 4.622172 -0.626377 -0.311748 2.254 -0.966 -0.463
O 3.709745 0.519527 -0.180011 2.547 -1.015 -0.528
N 2.476442 0.115051 0.264408 -0.441 -0.106 -0.138
C 1.697287 -0.272778 -0.967166 -1.510 -1.173 -2.575
C 0.094971 0.026112 -0.929604 -1.319 -2.132 0.183
C -0.688654 -1.400853 -0.545375 -0.699 -0.163 -0.276
C -2.284292 -1.379992 -1.010087 -0.007 -0.332 0.332
C -3.305474 -1.931024 0.183906 0.333 0.930 -0.490
C -3.987093 -0.664749 1.022281 1.070 0.006 -0.300
F -4.692897 0.289942 0.126211 2.076 -2.933 3.047
F -2.945280 0.107193 1.759027 -2.884 -1.955 -2.258
C -4.978320 -1.312214 2.196534 -2.327 0.620 1.104
F -5.039466 -2.810089 2.105428 0.194 4.965 0.613
F -6.363523 -0.798722 1.919312 4.644 -2.053 1.379
F -4.563792 -0.914149 3.579585 -1.679 -1.761 -5.004
O -0.362086 1.010020 0.053818 2.179 0.116 -0.825
C 0.641292 2.037264 0.356601 0.114 1.172 0.735
C 1.011068 3.048641 -0.878117 1.239 -0.998 -0.643
C 1.919717 1.280585 1.049483 -1.591 2.047 3.037
C 3.100482 2.363500 1.529861 0.160 -0.475 1.215
C 2.481913 3.477164 2.613215 -2.392 5.856 -3.330
O 2.063105 4.663832 2.148177 2.884 -7.765 3.118
Cl 2.320926 3.184009 4.440122 0.446 -0.112 -2.581
H 7.232725 0.483089 0.044010 -0.582 -1.220 1.903
H 7.835533 -0.858930 1.312906 -1.830 1.752 -0.809
H 6.926680 0.669503 1.943283 0.112 -1.400 -2.070
H 5.841421 -2.065493 0.971649 -0.694 2.403 -0.243
H 4.749187 -1.630824 2.694594 0.246 2.225 -0.676
H 4.110453 -1.638456 -0.600116 0.368 2.099 0.457
H 5.364430 -0.354503 -1.206219 -1.810 -0.512 2.010
H 2.654237 -0.729888 0.863974 -0.575 1.012 -0.198
H 1.844618 -1.446028 -1.127870 -0.373 2.626 0.385
H 2.131616 0.263138 -1.933518 -0.525 -0.858 2.559
H -0.292708 0.302055 -2.008747 1.110 -0.337 2.053
H -0.642842 -1.625034 0.607713 0.122 0.750 -2.080
H -0.202116 -2.314049 -1.097604 -0.745 2.140 1.028
H -2.575830 -0.302881 -1.364749 0.382 -2.232 0.763
H -2.445488 -2.113218 -1.920253 0.487 1.729 1.893
H -4.126305 -2.631164 -0.311055 1.535 1.820 1.253
H -2.710683 -2.576683 0.957923 -1.208 1.310 -1.330
H 0.164658 2.722294 1.210517 1.062 -1.850 -1.890
H 2.111350 2.786343 -1.255316 -2.426 0.535 0.667
H 1.046618 4.191808 -0.586918 -0.485 -2.550 -0.451
H 0.304626 2.819548 -1.796612 1.299 0.765 2.050
H 1.514009 0.822345 2.074760 0.759 0.814 -2.361
H 3.933752 1.741759 2.115894 -1.724 1.460 -1.443
H 3.529518 2.995660 0.643790 -0.890 -1.301 1.826
O 7.315913 2.734738 3.144346 -0.234 0.307 0.237
H 6.464944 3.174708 3.290365 0.343 -0.113 -0.020
H 7.928574 3.211922 3.723775 -0.131 -0.182 -0.203
O -3.079474 -0.620574 -3.694011 -0.175 0.461 -0.067
H -3.977027 -0.782404 -4.021506 0.328 0.064 -0.035
H -2.734070 0.063968 -4.286374 -0.216 -0.395 0.051
O -3.152788 -1.327786 -6.368350 0.148 0.032 -0.680
H -3.011193 -0.807833 -7.173734 0.069 -0.201 0.147
H -2.726589 -2.176605 -6.559807 -0.187 0.208 0.134
O 0.118589 5.341200 6.131932 -0.105 -0.129 -0.484
H 0.579163 4.767129 5.501568 -0.153 0.270 0.230
H -0.588322 5.745550 5.606982 0.224 -0.081 0.247
O 0.926000 -3.927688 -1.718292 0.252 -0.518 -0.010
H 1.418452 -4.488011 -2.336817 -0.159 0.179 0.113
H 0.464978 -4.559455 -1.146344 0.100 0.167 -0.152
O -5.753169 0.233366 -6.853134 0.515 0.113 -0.088
H -5.095464 -0.475779 -6.793297 -0.241 0.036 0.091
H -5.241937 1.002644 -7.145792 -0.313 -0.185 0.089
O -1.837731 3.472988 0.308470 -0.306 -0.110 0.342
H -2.128697 2.572302 0.100753 0.078 0.177 0.048
H -2.224142 3.648764 1.179437 -0.012 0.035 -0.329
O -5.416944 -4.896274 -0.390292 -0.310 0.254 0.139
H -6.209600 -4.504630 -0.786971 0.225 0.015 -0.002
H -5.364026 -4.482507 0.484232 -0.045 -0.119 -0.128
O 4.304794 6.505362 0.462731 -0.412 -0.210 -0.011
H 3.892025 5.899644 1.096586 0.024 0.277 -0.105
H 3.612610 7.157529 0.277382 0.254 -0.155 0.095
O -7.253169 -7.194004 0.272957 0.305 -0.072 0.209
H -6.595464 -7.903150 0.332794 -0.278 0.176 -0.090
H -6.741937 -6.424726 -0.019701 0.094 -0.197 0.052
O 3.595427 3.832106 -2.546619 0.103 0.378 0.027
H 3.638604 4.361261 -1.735956 0.092 0.013 -0.267
H 3.706462 4.482066 -3.256562 0.017 -0.235 0.193
O -7.477230 -7.185656 3.498511 0.519 0.080 -0.117
H -7.433472 -7.018239 2.545043 -0.161 -0.103 -0.001
H -6.548805 -7.255613 3.766706 -0.386 0.001 -0.014
```
Forces are in eV/Å.

Results
HOMO energy = -12.3 eV
Maximum force = 8.85 eV/Å
E = -2817.8109 hartree
Energy above the lowest of the compared OMol25 structures with the same formula, charge and spin = 5.831 eV
Net charge = +1
Gap between HOMO and LUMO = 9.0 eV

These are the Mulliken partial charges, in e, on atoms 1 to 2:
1 C -0.959
2 C 0.229